No. 1
This record from the OMol25 dataset describes a molecular structure, C28H26N2PSe3TeTi. The level of theory is the ωB97M-V functional and the def2-TZVPD basis.

The geometry in XYZ format:
```
62
Properties=species:S:1:pos:R:3:mulliken_charge:R:1
Te 2.69335 -1.38872 1.23094 0.0065
Se 2.52605 -0.60972 -1.13771 -0.6305
Se 1.78102 0.45587 2.77294 -0.2132
Se -0.42695 0.92208 2.18865 -0.2964
Ti 0.41605 0.11442 0.02775 -0.0551
P -0.87953 -2.24995 0.15215 2.6697
N 2.57403 3.82443 0.02945 0.0464
N 1.18462 2.17051 -0.40708 0.3662
C -2.27486 -0.55919 -1.49986 0.5876
C -0.01888 -5.66131 -1.98944 -0.8882
C -0.85288 4.97263 -1.87308 -1.0488
C -1.08914 -5.02474 0.47741 -0.2094
C 1.21721 5.75189 -0.89228 -1.1192
C -2.28850 -1.81535 -0.91806 -0.4138
C -2.87625 -1.68479 1.99011 -0.9607
C 2.35563 2.50636 0.08772 -0.7053
C -4.33536 -1.09737 -2.65054 -0.7412
C -1.65180 -2.34038 1.82805 1.2251
C 0.60211 3.38298 -0.86150 0.5794
C 1.47181 4.42539 -0.57258 0.4060
C 0.20158 -3.79276 2.90969 -2.0551
C -1.04260 -2.93228 2.94365 0.8267
C -2.85623 -2.11045 4.34101 -0.7930
C -1.66167 -2.78965 4.18762 -0.7267
C 0.03095 6.01281 -1.54381 -0.4197
C -1.16673 0.44375 -1.21933 -1.1848
C -3.31553 -0.20517 -2.36510 -0.4783
C -0.09476 -4.32018 -1.62086 0.3407
C -0.58415 3.65825 -1.54435 0.0014
C -3.47969 -1.56771 3.22733 -0.7642
C -4.33639 -2.36395 -2.06705 -0.8195
C -0.61960 -4.00302 -0.35122 0.8963
C -1.01482 -6.35297 0.07991 -1.0682
C -3.31461 -2.71955 -1.20762 -0.1585
C 0.30064 -3.27149 -2.62778 -0.8743
C -0.46604 -6.67139 -1.15302 -0.7743
H -5.12886 -3.07048 -2.29074 0.4440
H -0.03880 -4.80298 3.24616 0.4129
H -0.66479 0.71751 -2.14614 0.7847
H 0.38930 -5.91237 -2.96549 0.4156
H -1.52330 -4.78835 1.44101 0.5862
H -3.30971 -2.02264 5.32166 0.4174
H 0.88007 -3.70860 -3.44261 0.4965
H -1.38742 -7.13289 0.73527 0.4534
H 0.63851 -3.88489 1.93222 0.0850
H 3.40345 4.28452 0.35595 0.2239
H -3.31540 -3.70414 -0.75081 0.5130
H 3.08854 1.82399 0.46708 0.4438
H -5.13066 -0.81051 -3.33219 0.3972
H -0.58918 -2.80489 -3.06437 0.2283
H -0.39680 -7.70675 -1.46913 0.3975
H -1.27074 2.88348 -1.83738 0.4663
H 1.92003 6.54122 -0.64870 0.3954
H -1.60079 1.34299 -0.80021 0.3457
H 0.89458 -2.48741 -2.18122 -0.2341
H -1.18812 -3.24379 5.05593 0.4550
H -0.21840 7.03137 -1.81562 0.3968
H -1.76495 5.20533 -2.40962 0.4113
H -3.35986 -1.24181 1.13417 0.3835
H -3.31582 0.78012 -2.82207 0.4932
H 0.95611 -3.40149 3.59259 0.5744
H -4.42932 -1.05275 3.32188 0.4594
```

**Energy relative to the best compared isomer or geometry (same formula, charge and spin)**: 1.0434 eV
**Calculated total energy**: -9855.13862 Eh
**Charge**: +1
**LUMO energy**: -4.09 eV
**HOMO-LUMO gap**: 6.81 eV


No. 2
This record from the OMol25 dataset describes C28H26N4O4 in the gas phase. The level of theory is the ωB97M-V functional and the def2-TZVPD basis.

The geometry in XYZ format:
```
62
Properties=species:S:1:pos:R:3:mulliken_charge:R:1
O 2.73823 3.67286 -1.04067 -0.6953
O 2.29819 0.91567 2.52360 -0.6461
O -3.68958 -0.36998 -0.83151 -0.6789
O -7.62213 -1.41569 -1.02885 -0.3631
N 1.34531 -0.13924 -0.83941 -0.3759
N 2.50599 2.27939 0.73115 0.0851
N -4.50861 0.36836 1.13777 -0.1140
N 3.79930 0.32789 0.93603 -0.0805
C 0.09148 2.38038 1.00310 0.9652
C 5.70859 1.19142 -2.67920 -0.6733
C 5.40795 -0.27089 -0.78669 -0.8932
C -6.69528 0.62412 0.01115 -0.4722
C -0.36956 2.22535 -0.29893 -0.3630
C 2.22697 -3.39659 -0.54508 -1.1480
C -7.92115 -0.16718 -0.45835 -0.6643
C 6.03045 0.03523 -1.97971 -0.6691
C 2.82435 1.15798 1.45801 0.8370
C -1.81464 1.15654 1.81041 -0.7312
C 4.11231 1.74867 -0.96824 0.2808
C 1.92950 -1.02711 -0.40827 0.3118
C 1.39964 3.08208 1.25355 -1.8963
C 3.64043 -2.15164 0.98480 1.0115
C -0.63278 1.83172 2.05228 -0.6166
C 4.74968 2.04021 -2.17313 -0.6207
C 4.07149 -0.88608 1.67814 -1.6644
C -1.54043 1.53671 -0.54422 -0.8171
C 3.07779 2.65680 -0.47323 0.7558
C -6.86074 -1.35473 -2.21749 -0.5232
C 4.43963 0.58686 -0.25926 1.2183
C 2.61301 -2.18439 0.03481 0.7256
C 3.87157 -4.54580 0.75675 -0.5912
C -3.53908 0.27297 0.19104 0.2793
C 4.25716 -3.34766 1.33019 -0.6898
C 2.85333 -4.57148 -0.18402 -0.5170
C -5.81027 -0.22446 0.92958 -0.8064
C -2.28202 1.00845 0.50814 0.6518
H -0.25890 1.91928 3.06117 0.3747
H 3.50754 -0.78903 2.61554 0.5206
H 5.13697 -0.93548 1.92711 0.4358
H 4.36734 -5.46080 1.04337 0.3980
H -1.89719 1.39382 -1.55271 0.4213
H 5.05063 -3.33496 2.06373 0.4276
H -6.10172 0.92438 -0.85372 0.3004
H 0.19947 2.63628 -1.11863 0.4106
H 1.43905 4.03718 0.72483 0.5899
H 1.43144 -3.39493 -1.27515 0.5109
H 6.20235 1.41668 -3.61130 0.4098
H 1.56061 3.22939 2.32340 0.4272
H -5.65301 -1.19702 0.45654 0.3259
H -8.56401 -0.40015 0.39531 0.3505
H 2.55032 -5.50435 -0.63360 0.4099
H -7.03315 1.52714 0.52326 0.3764
H 4.46220 2.94473 -2.68660 0.4900
H -5.82301 -1.06439 -2.02804 0.1622
H 5.67393 -1.18204 -0.27600 0.3370
H -4.41288 1.05832 1.86453 0.2941
H -2.35051 0.71177 2.63717 0.4506
H -6.29026 -0.37537 1.89857 0.4388
H -7.30963 -0.65658 -2.93421 0.3017
H 6.77649 -0.64025 -2.37126 0.4218
H -8.49208 0.44930 -1.17194 0.3650
H -6.87811 -2.35961 -2.63560 0.2380
```

**Energy relative to the best compared isomer or geometry (same formula, charge and spin)**: 0.9231 eV
**SMILES**: COCCCNC(=O)c1ccc(Cn2c(=O)c3ccccc3n(Cc3ccccc3C#N)c2=O)cc1
**Calculated total energy**: -1602.65132 Eh
**Charge**: 0
**LUMO energy**: 0.14 eV
**HOMO-LUMO gap**: 8.98 eV


No. 3
This record from the OMol25 dataset describes a molecular structure, C28H26N4O5. The level of theory is the ωB97M-V functional and the def2-TZVPD basis.

The geometry in XYZ format:
```
63
Properties=species:S:1:pos:R:3:mulliken_charge:R:1
O 4.13932 2.05606 2.13285 -0.4371
O -3.30223 -0.78059 -6.10702 -0.5748
O -0.29125 5.54676 -0.81573 -0.4086
O 0.30794 -2.61442 3.56439 -0.8160
O -3.12233 -2.70476 -5.43336 -0.4488
N -0.19925 -2.30683 1.49916 0.3345
N 1.30839 0.33027 1.62281 -0.7820
N 2.24020 1.10667 1.70478 0.5648
N -2.50404 -1.96052 -0.19579 0.3944
C -3.45840 -0.51951 -4.86432 1.0806
C 1.83209 3.73112 1.64466 -0.9072
C -3.41954 -2.11159 -3.10961 -1.0387
C 3.76592 -0.13998 2.79158 0.5948
C -3.88148 0.19795 -2.44425 0.0023
C -2.56201 -2.27692 1.13744 -0.7422
C 3.29245 -2.31614 3.51436 -0.9796
C -1.32671 -3.13522 1.54583 -0.8680
C -3.01394 -2.20815 -6.60336 -0.0090
C 1.36393 4.89799 0.85103 -0.9908
C 3.01558 -1.18098 2.72078 0.9192
C 1.48348 2.53354 1.23726 0.3811
C -1.19002 -1.05097 -0.38612 -0.6088
C 0.77841 2.20302 -0.05119 -0.0323
C 5.11537 -0.40137 3.04681 -1.0456
C -0.02613 6.98182 -0.25047 -0.7495
C -3.77414 -0.95719 -2.12846 0.0725
C -3.13430 -1.98646 -4.28936 0.5567
C -0.12642 -1.82115 0.04833 -1.3290
C 1.55233 -1.03493 2.31179 -0.1693
C 0.21460 3.32538 -0.57971 -0.5864
C 4.56582 -2.34835 3.81044 -0.0190
C 0.38506 4.64803 -0.13274 0.9990
C -3.70140 0.48254 -4.01709 -1.2719
C 5.50219 -1.38518 3.78052 -0.4265
C 3.52333 1.15401 2.05243 0.5527
C -3.66142 -1.34958 -0.49835 -1.2344
C 0.51043 -1.80420 2.41357 0.5921
H 6.46547 -1.58606 4.24153 0.4316
H 0.47823 1.07641 -0.27444 0.0517
H -0.58407 3.30713 -1.44164 0.2384
H -0.35188 7.14660 0.78772 0.3389
H -0.60686 7.61227 -1.04049 0.2374
H 2.57876 -3.22469 3.43558 0.2738
H 1.53692 5.76615 1.29983 0.4328
H -3.66427 -3.02302 1.41719 0.3187
H -2.08911 -2.22508 -7.10358 0.2570
H -1.44769 -3.73452 2.61620 0.3208
H -0.01118 -2.81463 -0.63251 0.2968
H -2.70979 -1.60820 1.91903 0.4876
H 5.12434 -3.63833 4.17128 0.0738
H -1.15316 -4.10988 0.73950 0.2802
H 2.18664 3.77360 2.51950 0.7913
H -3.23918 -3.01866 -2.60070 0.4256
H 1.14753 7.19321 -0.43831 0.3089
H -4.02492 -0.36522 -0.02675 0.3433
H 5.78169 0.46242 3.09737 0.3334
H -3.84357 -2.56800 -7.21948 0.2219
H -4.68377 -1.85189 -0.46905 0.5014
H -3.96577 1.28687 -4.71071 0.3072
H 0.86987 -1.36666 -0.07867 0.5635
H -1.35378 -0.17325 0.45173 0.3683
H -1.17519 -0.65481 -1.39309 0.6770
H -4.13347 1.13271 -2.07461 0.5499
```

**Energy relative to the best compared isomer or geometry (same formula, charge and spin)**: 21.8521 eV
**Calculated total energy**: -1677.00921 Eh
**Charge**: 0
**LUMO energy**: -0.48 eV
**HOMO-LUMO gap**: 7.66 eV